# 1
{"formula": "C33H65BN3O9P2S", "method": "ωB97M-V with the def2-TZVPD basis set", "species": ["C", "C", "C", "N", "B", "C", "O", "C", "P", "O", "O", "C", "P", "S", "N", "N", "C", "C", "C", "H", "H", "H", "H", "H", "H", "H", "H", "H", "H", "H", "H", "H", "H", "H", "H", "H", "C", "C", "C", "O", "C", "H", "H", "H", "H", "H", "H", "H", "H", "C", "C", "C", "O", "C", "H", "H", "H", "H", "H", "H", "H", "H", "C", "C", "C", "O", "C", "H", "H", "H", "H", "H", "H", "H", "H", "C", "C", "C", "O", "C", "H", "H", "H", "H", "H", "H", "H", "H", "C", "C", "C", "O", "C", "H", "H", "H", "H", "H", "H", "H", "H", "C", "C", "C", "O", "C", "H", "H", "H", "H", "H", "H", "H", "H"], "xyz": [[4.759, 1.989, 3.840], [4.697, 2.786, 2.955], [4.312, 3.867, 2.142], [5.073, 4.959, 1.989], [6.467, 5.186, 2.588], [7.585, 4.153, 2.260], [6.735, 6.278, 3.332], [4.387, 5.808, 1.112], [5.083, 7.412, 0.448], [5.665, 8.171, 1.750], [3.746, 8.218, 0.021], [3.218, 5.187, 0.794], [1.942, 5.838, -0.326], [0.767, 7.134, 0.536], [3.196, 3.955, 1.437], [2.250, 2.936, 1.349], [0.859, 3.299, 1.668], [0.620, 3.924, 3.055], [-0.562, 4.911, 3.048], [4.907, 1.278, 4.612], [8.566, 4.599, 2.348], [7.437, 3.667, 1.299], [7.537, 3.371, 3.020], [6.443, 6.187, 4.258], [5.134, 8.019, 2.547], [3.101, 8.238, 0.751], [2.609, 6.425, -1.410], [1.242, 4.726, -0.813], [2.565, 2.203, 1.973], [0.396, 3.882, 0.887], [0.325, 2.357, 1.652], [1.513, 4.354, 3.484], [0.301, 3.114, 3.703], [-0.271, 5.880, 3.438], [-1.378, 4.535, 3.652], [-0.960, 5.072, 2.053], [-1.703, 1.216, -2.120], [-3.055, 1.907, -1.949], [-2.869, 2.625, -0.620], [-1.474, 2.949, -0.526], [-0.752, 2.250, -1.549], [-1.473, 0.955, -3.151], [-1.667, 0.308, -1.522], [-3.211, 2.632, -2.750], [-3.901, 1.222, -1.942], [-3.126, 1.974, 0.222], [-3.457, 3.539, -0.543], [-0.448, 2.977, -2.313], [0.145, 1.802, -1.118], [2.256, -1.812, -0.112], [1.685, -2.706, -1.208], [0.216, -2.314, -1.194], [0.167, -0.931, -0.795], [1.447, -0.536, -0.302], [3.330, -1.648, -0.192], [2.049, -2.247, 0.869], [2.136, -2.449, -2.170], [1.838, -3.769, -1.034], [-0.345, -2.904, -0.466], [-0.261, -2.425, -2.167], [1.917, 0.122, -1.044], [1.316, 0.027, 0.627], [-3.546, -4.747, 1.621], [-3.984, -5.711, 0.522], [-3.063, -5.319, -0.621], [-1.843, -4.855, -0.020], [-2.044, -4.670, 1.383], [-3.797, -5.081, 2.626], [-4.003, -3.767, 1.463], [-3.787, -6.741, 0.825], [-5.038, -5.630, 0.261], [-3.487, -4.497, -1.211], [-2.846, -6.150, -1.289], [-1.518, -5.471, 1.914], [-1.616, -3.712, 1.688], [-3.942, -9.907, -3.972], [-5.288, -9.215, -3.788], [-5.095, -8.512, -2.451], [-3.699, -8.195, -2.355], [-2.982, -8.887, -3.385], [-3.717, -10.155, -5.008], [-3.912, -10.828, -3.385], [-5.441, -8.483, -4.581], [-6.134, -9.900, -3.789], [-5.352, -9.169, -1.613], [-5.683, -7.597, -2.365], [-2.674, -8.156, -4.134], [-2.087, -9.346, -2.965], [3.125, 6.948, 7.038], [2.525, 5.804, 6.227], [3.355, 5.858, 4.954], [4.650, 6.340, 5.325], [4.598, 6.850, 6.676], [2.950, 6.865, 8.108], [2.715, 7.901, 6.698], [2.689, 4.855, 6.743], [1.458, 5.909, 6.039], [2.921, 6.557, 4.227], [3.459, 4.883, 4.482], [5.124, 6.147, 7.327], [5.110, 7.810, 6.716], [-5.040, -5.058, -7.449], [-3.944, -4.959, -6.394], [-4.149, -6.247, -5.612], [-4.661, -7.214, -6.540], [-5.045, -6.548, -7.749], [-4.857, -4.449, -8.333], [-5.999, -4.757, -7.020], [-2.962, -4.962, -6.873], [-4.015, -4.069, -5.770], [-4.891, -6.114, -4.815], [-3.229, -6.618, -5.168], [-4.314, -6.798, -8.525], [-6.023, -6.914, -8.064]], "charge": 1, "total_energy_ha": -3243.27650}



# 2
{"formula": "C33H66FN7O5P2", "method": "ωB97M-V with the def2-TZVPD basis set", "species": ["C", "C", "C", "C", "O", "C", "C", "C", "C", "C", "C", "C", "C", "C", "C", "O", "C", "C", "C", "C", "N", "O", "C", "F", "C", "C", "H", "H", "H", "H", "H", "H", "H", "H", "H", "H", "H", "H", "H", "H", "H", "H", "H", "H", "H", "H", "H", "H", "H", "H", "H", "H", "H", "H", "H", "H", "C", "N", "C", "P", "O", "N", "C", "C", "N", "C", "C", "H", "H", "H", "H", "H", "H", "H", "H", "H", "H", "H", "H", "H", "H", "H", "H", "H", "H", "C", "N", "C", "P", "O", "N", "C", "C", "N", "C", "C", "H", "H", "H", "H", "H", "H", "H", "H", "H", "H", "H", "H", "H", "H", "H", "H", "H", "H"], "xyz": [[7.698, 2.457, 5.365], [6.880, 2.867, 4.593], [5.801, 3.155, 3.632], [4.728, 2.034, 3.635], [3.462, 2.662, 3.569], [2.387, 1.725, 3.718], [1.838, 1.432, 2.309], [1.090, 2.708, 1.806], [-0.401, 2.701, 2.136], [-1.309, 3.046, 1.134], [-2.670, 3.080, 1.413], [-3.185, 2.760, 2.661], [-2.298, 2.388, 3.666], [-2.746, 1.979, 5.062], [-0.938, 2.385, 3.382], [0.872, 0.429, 2.180], [1.187, -0.906, 2.477], [0.904, -1.302, 3.953], [0.052, -2.571, 3.942], [-1.391, -2.246, 3.510], [-2.193, -3.315, 3.047], [-1.839, -1.127, 3.530], [2.558, -1.428, 2.035], [3.587, -1.067, 2.913], [2.972, -1.169, 0.568], [1.811, -1.019, -0.416], [8.389, 2.283, 6.157], [5.372, 4.135, 3.846], [6.295, 3.195, 2.655], [4.826, 1.511, 4.591], [4.933, 1.400, 2.767], [2.779, 0.847, 4.244], [1.669, 2.210, 4.381], [2.708, 1.338, 1.646], [1.240, 2.704, 0.722], [1.523, 3.625, 2.215], [-1.013, 3.281, 0.116], [-3.387, 3.336, 0.635], [-4.252, 2.796, 2.860], [-2.613, 2.780, 5.791], [-2.096, 1.150, 5.357], [-3.776, 1.627, 4.986], [-0.260, 2.098, 4.179], [0.459, -1.502, 1.910], [0.265, -0.504, 4.350], [1.805, -1.360, 4.565], [0.014, -3.100, 4.899], [0.439, -3.240, 3.162], [-2.268, -3.292, 2.030], [-1.770, -4.209, 3.282], [2.486, -2.522, 2.118], [3.699, -0.354, 0.520], [3.520, -2.070, 0.263], [1.114, -1.859, -0.418], [1.293, -0.064, -0.303], [2.257, -0.976, -1.419], [-4.075, -1.170, 1.230], [-2.810, -1.460, 0.584], [-1.871, -0.335, 0.696], [-2.517, -2.530, -0.736], [-1.161, -3.001, -0.258], [-3.337, -4.032, -0.509], [-4.570, -4.196, 0.236], [-2.515, -5.224, -0.352], [-3.880, -1.928, -1.652], [-4.134, -2.707, -2.895], [-3.712, -0.525, -2.112], [-4.796, -0.635, 0.593], [-3.909, -0.552, 2.113], [-4.558, -2.067, 1.612], [-2.028, 0.418, -0.087], [-0.842, -0.679, 0.615], [-1.950, 0.163, 1.662], [-4.392, -4.220, 1.320], [-5.053, -5.141, -0.035], [-5.297, -3.420, 0.006], [-2.098, -5.302, 0.662], [-1.697, -5.237, -1.067], [-3.111, -6.121, -0.541], [-3.270, -2.687, -3.567], [-4.993, -2.294, -3.425], [-4.371, -3.744, -2.682], [-2.770, -0.376, -2.647], [-3.749, 0.176, -1.281], [-4.532, -0.246, -2.773], [-0.021, 2.314, -6.427], [0.018, 2.189, -4.984], [-0.324, 3.440, -4.309], [0.974, 1.091, -4.051], [-0.010, 0.860, -2.934], [0.918, -0.499, -4.716], [0.712, -0.807, -6.116], [0.310, -1.529, -3.890], [2.443, 1.398, -4.949], [3.560, 0.498, -4.552], [2.976, 2.771, -4.766], [0.912, 2.687, -6.874], [-0.813, 3.003, -6.724], [-0.279, 1.377, -6.913], [0.535, 4.116, -4.206], [-0.708, 3.242, -3.307], [-1.110, 3.976, -4.842], [-0.348, -0.738, -6.396], [1.039, -1.829, -6.330], [1.302, -0.168, -6.771], [-0.788, -1.468, -3.920], [0.636, -1.451, -2.858], [0.603, -2.525, -4.232], [3.810, 0.606, -3.492], [4.449, 0.725, -5.142], [3.325, -0.545, -4.736], [3.089, 3.032, -3.711], [2.337, 3.515, -5.239], [3.948, 2.865, -5.249]], "charge": 0, "total_energy_ha": -2838.92048, "smiles": "C#CCCOC[C@H](Cc1cccc(C)c1)O[C@H](CCC(N)=O)[C@H](F)CC.CN(C)P(=O)(N(C)C)N(C)C.CN(C)P(=O)(N(C)C)N(C)C"}



| no. | LUMO (eV) | largest force on an atom (eV/Å) |
| --- | --- | --- |
| 1 | -3.51 | 1.96 |
| 2 | -0.01 | 7.31 |